# 1
ORCA calculation (ωB97M-V/def2-TZVPD) on a single C3H4O molecule in a non-equilibrium geometry.

Results
E (eV): -5218.3019
LUMO energy (Ha): 0.03048
Relative energy (zero: lowest compared OMol25 entry of this formula, charge and spin) (kcal/mol): 88.43
HOMO-LUMO gap (hartree): 0.342

```
8
Properties=species:S:1:pos:R:3:nbo_charge:R:1
C 1.29027 0.02598 0.13474 -0.43
C -1.40310 -0.83702 0.56923 0.07
C 0.33556 0.53723 -0.59104 0.09
O -1.08842 0.20001 -0.05946 -0.50
H 0.76345 -0.44421 0.93042 0.23
H 2.32560 0.08670 0.06941 0.23
H -2.54560 -0.67787 0.55887 0.09
H 0.32224 1.10918 -1.61217 0.22
```

# 2
ORCA calculation (ωB97M-V/def2-TZVPD) on a molecular structure, C10H13CeN2O5S in a non-equilibrium geometry.

Results
Multiplicity: 2
E (eV): -47542.3963
LUMO energy (spin up / spin down) (Ha): -0.33559 / -0.33284
Charge: +2
HOMO-LUMO gap (spin up / spin down) (hartree): 0.252 / 0.255

```
32
Properties=species:S:1:pos:R:3:lowdin_spin:R:1
O -5.62243 -3.73159 -2.97874 0.00
C -4.72802 -3.03994 -2.78135 0.00
Ce -2.01932 -0.19342 -1.19688 1.00
O -1.53145 -2.77700 -3.67397 0.01
C -1.60089 -1.90812 -2.90747 0.01
C 0.25879 0.84395 -1.83915 0.00
O 1.33658 1.21321 -1.97182 0.00
C -2.74078 1.98096 -0.40016 0.00
O -3.07353 2.94198 0.15055 0.00
C -2.56692 1.14970 -3.33638 0.00
O -3.01365 1.69226 -4.24654 0.00
H -3.84594 -0.35406 -1.44523 -0.01
C 1.54665 -2.31577 0.32068 0.00
N 1.77744 -0.96299 0.84997 0.00
C 3.16532 -0.48293 0.81893 0.00
C 0.71973 -0.21215 1.24539 0.00
S -0.87051 -0.95545 1.19051 -0.01
N 0.86234 1.08777 1.67162 0.00
C 2.04346 1.54827 2.41146 0.00
C -0.32106 1.95946 1.80086 0.00
H 2.50996 -2.81091 0.12867 0.00
H 0.97751 -2.26385 -0.63170 0.00
H 0.98690 -2.91391 1.06463 0.00
H 3.25720 0.40616 0.16459 0.00
H 3.54933 -0.29724 1.84268 0.00
H 3.80714 -1.27889 0.40155 0.00
H 2.87589 1.80838 1.72935 0.00
H 1.79650 2.48696 2.93770 0.00
H 2.33036 0.79720 3.16951 0.00
H -0.57735 2.38639 0.81568 0.00
H -1.17936 1.39131 2.21397 0.00
H -0.10989 2.80426 2.48109 0.00
```